Record 1
The following is a quantum chemistry calculation of 2 unconnected molecules or ions with the total composition C4H14N3O, from the Open Molecules 2025 dataset.

Last columns: bonded neighbours and bond lengths (Å).
Element x y z (Å)
1 C 0.2382 1.4592 1.5609  C2 1.518, N7 1.548, H8 1.080, H9 1.084
2 C -0.1130 0.0635 2.0443  C1 1.518, C3 1.581, H10 1.117, H11 1.102
3 C -0.0587 -1.1398 1.0208  C2 1.581, N6 1.494, H12 1.085, H13 1.094
4 N -2.0335 -2.1678 -1.1251  C5 1.387, H14 1.016, H15 1.015
5 C -1.0538 -1.1875 -1.1775  N4 1.387, N6 1.278, H16 1.105
6 N -0.2743 -0.5973 -0.3546  C3 1.494, C5 1.278
7 N 1.4825 1.4009 0.6418  C1 1.548, H17 1.018, H18 1.024, H19 1.051
8 H 0.5928 2.0379 2.4004  C1 1.080
9 H -0.5467 1.9118 0.9652  C1 1.084
10 H 0.4347 -0.3328 2.9329  C2 1.117
11 H -0.9201 0.1473 2.7901  C2 1.102
12 H 0.7454 -1.8659 0.9672  C3 1.085
13 H -0.9284 -1.7553 1.2695  C3 1.094
14 H -1.9217 -2.7532 -0.3023  N4 1.016
15 H -2.9544 -1.7443 -1.0805  N4 1.015
16 H -0.9656 -0.6238 -2.1234  C5 1.105
17 H 2.1508 0.7949 1.1139  N7 1.018
18 H 1.9931 2.2450 0.3663  N7 1.024
19 H 1.2014 1.0270 -0.2989  N7 1.051
20 H 1.6866 0.8876 -4.1910  O22 0.947
21 H 0.1880 1.1408 -3.9160  O22 0.965
22 O 1.0565 1.0516 -3.5038  H20 0.947, H21 0.965

For the total energy, the calculation gives -10885.1962 eV. The molar mass comes out at 120.2 g/mol. As for the frontier orbital gap: 0.3712 Eh. The net charge is +1. The calculation puts the energy above the lowest of the compared OMol25 structures with the same formula, charge and spin at 2.965 eV.

Atom charges from the Mulliken analysis, given in e for atoms 1 to 2: number 1, C, carries -0.50; number 2, C, carries -0.79

=====

Record 2
The following is a quantum chemistry calculation of 2 unconnected molecules or ions with the total composition C4H14N4, from the Open Molecules 2025 dataset.

Last columns: bonded neighbours and bond lengths (Å).
Element x y z (Å)
1 C 0.4871 -0.8883 0.9151  N2 1.480, H5 1.090, H6 1.107, H7 1.110
2 N 1.0827 -1.6247 -0.2229  C1 1.480, C3 1.486, H8 1.021
3 C 2.5571 -1.7675 -0.1064  N2 1.486, N4 1.435, H9 1.107, H10 1.116
4 N 3.3388 -0.6899 -0.6428  C3 1.435, H11 0.988, H12 1.044
5 H -0.5805 -0.7797 0.7215  C1 1.090
6 H 0.6386 -1.3568 1.9066  C1 1.107
7 H 0.9103 0.1378 0.9214  C1 1.110
8 H 0.6579 -2.5532 -0.2295  N2 1.021
9 H 2.8128 -2.7062 -0.6351  C3 1.107
10 H 2.8830 -1.8866 0.9540  C3 1.116
11 H 3.2425 -0.4913 -1.6061  N4 0.988
12 H 3.2404 0.1924 -0.0934  N4 1.044
13 C -2.6844 1.0317 -0.0954  C14 1.354, N16 1.454, H17 1.083
14 C -1.6709 1.8576 -0.4491  C13 1.354, N15 1.437, H18 1.099
15 N -0.7155 1.7288 -1.5142  C14 1.437, H19 0.991, H20 0.978
16 N -3.5138 1.4056 1.0393  C13 1.454, H21 1.005, H22 1.038
17 H -2.8525 0.0610 -0.5446  C13 1.083
18 H -1.5397 2.7856 0.1246  C14 1.099
19 H -0.1852 0.9023 -1.3780  N15 0.991
20 H -0.1055 2.4932 -1.5427  N15 0.978
21 H -3.4971 0.6812 1.7352  N16 1.005
22 H -4.5062 1.4670 0.7426  N16 1.038

For the total energy, the calculation gives -10334.1229 eV. The molar mass comes out at 118.2 g/mol. As for the frontier orbital gap: 0.3448 Eh. The calculation puts the energy above the lowest of the compared OMol25 structures with the same formula, charge and spin at 1.682 eV.

Atom charges from the Mulliken analysis, given in e for atoms 1 to 2: number 1, C, carries -0.80; number 2, N, carries -0.34

=====

Record 3
The following is a quantum chemistry calculation of 2 unconnected molecules or ions with the total composition C4H14N4, from the Open Molecules 2025 dataset.

Last columns: bonded neighbours and bond lengths (Å).
Element x y z (Å)
1 C -1.4345 0.2362 0.1483  C2 1.525, N3 1.449, N4 1.438, H5 1.153
2 C -2.5434 -0.7592 0.4720  C1 1.525, H10 1.087, H11 1.088, H12 1.084
3 N -1.8743 1.5758 0.4823  C1 1.449, H7 1.014, H8 1.014
4 N -1.1085 0.2195 -1.2519  C1 1.438, H6 1.013, H9 1.045
5 H -0.4941 -0.0335 0.7589  C1 1.153
6 H -0.9988 -0.7328 -1.5808  N4 1.013
7 H -1.1961 2.2532 0.1507  N3 1.014
8 H -1.9782 1.6851 1.4845  N3 1.014
9 H -0.1821 0.6869 -1.3752  N4 1.045
10 H -2.2400 -1.7701 0.2112  C2 1.087
11 H -2.8013 -0.7190 1.5281  C2 1.088
12 H -3.4217 -0.4971 -0.1075  C2 1.084
13 C 2.0940 -1.4610 -0.5582  N14 1.441, H20 1.094, H21 1.091, H22 1.086
14 N 2.3047 -0.5028 0.4976  C13 1.441, C15 1.353, H17 1.009
15 C 1.9108 0.7879 0.4026  N14 1.353, N16 1.280, H19 1.100
16 N 1.5493 1.2914 -0.7175  C15 1.280, H18 1.013
17 H 2.6155 -0.8489 1.3924  N14 1.009
18 H 1.4492 2.2998 -0.7020  N16 1.013
19 H 2.2206 1.3820 1.2755  C15 1.100
20 H 1.2491 -2.1217 -0.3416  C13 1.094
21 H 2.9903 -2.0669 -0.7006  C13 1.091
22 H 1.8897 -0.9048 -1.4687  C13 1.086

For the total energy, the calculation gives -10335.0839 eV. The molar mass comes out at 118.2 g/mol. As for the frontier orbital gap: 0.3360 Eh. The calculation puts the energy above the lowest of the compared OMol25 structures with the same formula, charge and spin at 0.721 eV.

Atom charges from the Mulliken analysis, given in e for atoms 1 to 2: number 1, C, carries 0.86; number 2, C, carries -1.45